[1]
ORCA calculation (ωB97M-V/def2-TZVPD) on a cluster of 15 separate species, C36H105N3O27 in total in a non-equilibrium geometry.

Atoms and positions in Å:
C: 0.74980 31.39239 27.58662
C: 1.65854 30.15212 27.43123
C: 1.91633 29.42792 28.78777
O: 2.65215 28.23731 28.55828
C: 3.17974 27.66120 29.75099
N: 0.92176 29.33110 26.51015
H: -0.31191 31.15062 27.64432
H: 0.80892 32.09575 26.75478
H: 1.12481 31.94735 28.44767
H: 2.60570 30.55479 27.06938
H: 0.94469 29.23332 29.24718
H: 2.34576 30.15618 29.47915
H: 3.75529 26.78321 29.45963
H: 2.39415 27.33838 30.43668
H: 3.79457 28.30822 30.38024
H: 1.47286 28.48158 26.59451
H: 0.10367 28.97750 26.99510
C: 4.17769 23.43355 29.09079
C: 4.92320 22.64583 30.13706
C: 6.28094 22.05382 29.75558
O: 6.07059 21.35078 28.49159
C: 5.56516 20.03858 28.51936
N: 5.06524 23.46853 31.33528
H: 4.16059 22.95340 28.11320
H: 4.63890 24.41742 28.98619
H: 3.14932 23.58841 29.41823
H: 4.31562 21.82210 30.51972
H: 6.82618 21.41835 30.45250
H: 6.81909 22.95901 29.46649
H: 6.25103 19.31158 28.95877
H: 5.33278 19.63969 27.53154
H: 4.59692 19.95611 29.01876
H: 5.93799 23.92410 31.08827
H: 5.32150 22.94235 32.16074
C: 5.95268 30.61133 28.51130
C: 7.08247 31.31626 27.74169
C: 8.09503 32.06195 28.62071
O: 8.82950 33.08698 28.07201
C: 8.03438 34.24824 27.77462
N: 7.61018 30.46777 26.65500
H: 5.14836 30.33754 27.82909
H: 5.59940 31.28482 29.29315
H: 6.31353 29.71705 29.02358
H: 6.49366 32.11889 27.28916
H: 8.74498 31.34791 29.13134
H: 7.55932 32.42487 29.50419
H: 7.18526 34.05881 27.11466
H: 8.58160 35.07516 27.32555
H: 7.50820 34.61509 28.65909
H: 7.34860 30.90331 25.78092
H: 7.00365 29.65920 26.69072
C: -1.47689 34.12621 30.05488
C: -1.67264 33.94717 31.59271
O: -1.28376 35.09157 32.27682
O: -0.08029 34.28079 29.66490
H: -2.02004 35.01861 29.74155
H: -1.84969 33.33350 29.40696
H: -1.38439 33.09646 32.21313
H: -2.74839 33.75012 31.61376
H: -0.40019 35.10657 32.65021
H: 0.03980 35.23427 29.66151
C: -0.93910 25.58759 32.13422
C: -1.03315 24.11289 32.34112
O: 0.18478 23.68652 32.97854
O: -0.19001 25.81792 30.97225
H: -0.32398 26.13192 32.85190
H: -1.86296 26.12528 31.91674
H: -1.24720 23.57844 31.41465
H: -1.77220 23.78745 33.07441
H: 0.89772 24.01453 32.42082
H: 0.74007 25.82905 31.22146
C: 3.93517 32.93060 23.37620
C: 3.94587 31.78488 24.38052
O: 3.45481 30.52910 23.84272
O: 2.75031 33.18001 22.56350
H: 4.76181 32.77756 22.68246
H: 4.03209 33.86360 23.93250
H: 3.19561 31.94326 25.16065
H: 4.83254 31.63382 24.99567
H: 2.75288 30.69801 23.20780
H: 2.28976 33.96078 22.87811
C: 3.64146 24.99750 34.22575
C: 3.10667 25.91570 33.10761
O: 2.45574 25.30455 31.97267
O: 4.24005 25.77606 35.18144
H: 4.42600 24.29239 33.94144
H: 2.82738 24.34491 34.54692
H: 3.84712 26.66335 32.82009
H: 2.34034 26.49693 33.62276
H: 3.06794 24.73014 31.50017
H: 3.87036 25.55304 36.03891
C: -5.51011 32.30616 27.92169
C: -4.40739 31.81639 28.91298
O: -3.16069 31.54368 28.27001
O: -4.90524 33.33511 27.15979
H: -6.33239 32.74923 28.48447
H: -5.85472 31.54059 27.22663
H: -4.81894 30.93251 29.40206
H: -4.28974 32.55633 29.70678
H: -3.04595 32.39525 27.83180
H: -4.91376 33.07847 26.23460
C: -2.18905 28.82755 23.93920
C: -0.88102 29.46386 23.40449
O: -0.34096 30.49918 24.22010
O: -3.14218 29.86410 24.09155
H: -2.06713 28.32227 24.89890
H: -2.54832 28.14151 23.17229
H: -1.18074 29.93509 22.46842
H: -0.08991 28.73147 23.23690
H: 0.16492 30.12403 24.95232
H: -2.68484 30.58313 24.53948
C: -0.95947 33.40000 22.49912
C: -1.80599 33.96653 23.62978
O: -2.10286 32.96361 24.56836
O: -1.70272 32.56562 21.55129
H: -0.12297 32.83956 22.91856
H: -0.60717 34.25699 21.92367
H: -2.79130 34.20796 23.22787
H: -1.40058 34.88990 24.04795
H: -1.29843 32.48545 24.79449
H: -1.62408 31.67185 21.89414
C: 3.93434 32.11253 31.65519
C: 2.51987 32.32065 31.06090
O: 2.08198 33.60471 31.51767
O: 4.92406 33.05389 31.60319
H: 4.17458 31.22454 31.06088
H: 3.73024 31.82518 32.68925
H: 1.83423 31.55000 31.41309
H: 2.57991 32.36459 29.97185
H: 1.24093 33.64393 31.05006
H: 5.70343 32.71650 32.04971
C: 7.78522 26.18528 31.34396
C: 6.57658 26.86912 31.97194
O: 6.46150 26.36893 33.29209
O: 7.86437 26.59828 29.99862
H: 7.82313 25.09887 31.44621
H: 8.68370 26.44677 31.90750
H: 5.71128 26.52953 31.39915
H: 6.73460 27.94805 31.98169
H: 5.59174 26.64566 33.59401
H: 8.71216 26.98598 29.77177
C: 5.01279 26.53635 24.52043
C: 5.07255 27.49044 25.72243
O: 5.36335 28.83464 25.40990
O: 3.91929 26.75092 23.62664
H: 4.95163 25.50207 24.86614
H: 5.95052 26.42393 23.97201
H: 5.71837 26.95706 26.42349
H: 4.15536 27.52369 26.31550
H: 4.49568 29.10618 25.09131
H: 4.22246 27.42596 23.01314
C: -1.18050 29.17536 30.92843
C: 0.09211 29.01122 31.82527
O: -0.29200 28.76330 33.11663
O: -1.69980 30.51021 30.97934
H: -1.89182 28.39065 31.19299
H: -1.00870 29.02133 29.86222
H: 0.85775 29.78575 31.89351
H: 0.57681 28.08949 31.49848
H: -1.15440 29.14712 33.29398
H: -2.07904 30.66152 30.10854
C: -0.72549 26.18775 27.26418
C: 0.56978 25.66346 26.63406
O: 0.18046 24.63914 25.72126
O: -0.43877 26.95812 28.39856
H: -1.46692 25.38897 27.22585
H: -1.05255 26.92491 26.52738
H: 1.15895 25.22398 27.44279
H: 1.16546 26.43506 26.14557
H: 1.03569 24.35269 25.38761
H: -0.32502 26.44052 29.20495

Computed properties:
- gap between HOMO and LUMO (eV) = 9.271
- total energy (a.u.) = -3629.978079
- E_HOMO (eV) = -8.98
- LUMO (Eh) = 0.011

Here are the Mulliken charges for atoms 1 to 4, given in e: atom 1 (C): -1.484, atom 2 (C): 1.475, atom 3 (C): 1.491, atom 4 (O): 0.394


[2]
ORCA calculation (ωB97M-V/def2-TZVPD) on a structure of composition C15H31NO2P2Ti in a non-equilibrium geometry.

Atoms and positions in Å:
P: -0.07849 -1.24156 -1.16680
P: 0.65345 1.83022 0.18908
C: 0.47516 0.20203 -2.29615
C: 1.34174 1.08471 -1.43177
H: -0.35645 0.74927 -2.77851
H: 1.06632 -0.24377 -3.12315
H: 2.20558 0.50572 -1.06651
H: 1.69162 1.94475 -2.01449
C: -0.55787 3.00976 -0.66270
H: -0.85007 3.73129 0.11269
H: -1.45350 2.61580 -1.15705
H: 0.01780 3.54364 -1.43260
C: 1.86549 3.20779 0.09343
H: 1.57791 3.80569 -0.76345
H: 2.90013 2.87397 -0.07529
H: 1.78877 3.89289 0.95294
C: -0.74519 -2.19729 -2.60316
H: -1.17184 -3.15117 -2.28014
H: 0.03423 -2.41519 -3.33021
H: -1.50834 -1.65205 -3.16407
C: 1.58519 -2.10862 -1.36901
H: 2.38082 -1.61754 -0.82413
H: 1.83591 -2.15074 -2.43003
H: 1.52247 -3.13415 -1.03766
Ti: 2.62209 2.09032 1.94693
C: -1.83629 0.43598 0.40156
C: -1.87921 -0.28718 -0.81841
C: -3.09655 -1.15416 -0.78356
C: -3.01967 -2.40345 0.15113
C: -1.72087 -2.96227 0.40481
C: -0.47987 -2.27921 0.48630
C: -0.35845 -1.21793 1.61524
C: -1.50381 -0.18022 1.68091
C: 2.86996 0.21951 3.02241
H: -2.36530 1.39300 0.43569
H: -1.88566 0.31880 -1.73127
H: -3.35844 -1.52972 -1.76651
H: -3.95786 -0.55808 -0.46033
H: -3.56699 -2.15758 1.06849
H: -3.58372 -3.23604 -0.30581
H: -1.71681 -4.01018 0.65977
H: 0.37193 -2.97453 0.65090
H: 0.60864 -0.68116 1.62451
H: -0.36482 -1.77153 2.55814
H: -2.33461 -0.72102 2.17982
H: -1.20807 0.61644 2.38545
H: 3.77361 0.49321 3.63345
H: 3.12970 -0.64429 2.37303
H: 2.04923 -0.04437 3.71886
O: 0.88448 4.12856 3.59296
N: 1.54894 3.32383 3.02288
O: 4.15758 2.70780 1.91139

Computed properties:
- gap between HOMO and LUMO (alpha / beta) (eV) = 2.960 / 2.848
- net charge = +2
- total energy (a.u.) = -2326.588627
- E_HOMO (alpha / beta) (eV) = -12.86 / -12.80
- LUMO (alpha / beta) (Eh) = -0.364 / -0.366

Here are the Mulliken charges for atoms 1 to 4, given in e: atom 1 (P): 0.453, atom 2 (P): 1.404, atom 3 (C): -1.005, atom 4 (C): -0.891


[3]
ORCA calculation (ωB97M-V/def2-TZVPD) on a cluster of 7 separate species, C20H57N3O7 in total.

Atoms and positions in Å:
C: -25.65927 -4.78293 -18.51723
O: -26.35498 -5.99051 -18.32378
C: -25.50677 -7.11080 -18.36533
C: -26.33823 -8.34188 -18.09755
C: -25.48025 -9.59766 -18.01999
N: -27.38784 -8.55809 -19.11709
H: -26.39120 -3.99052 -18.66001
H: -25.04895 -4.82523 -19.42939
H: -25.02455 -4.56591 -17.65104
H: -24.96288 -7.15701 -19.32477
H: -24.70728 -7.01761 -17.60808
H: -26.82573 -8.18402 -17.13250
H: -26.13790 -10.44899 -17.83517
H: -24.73103 -9.61781 -17.22701
H: -24.97263 -9.77488 -18.97334
H: -27.01765 -8.21031 -20.00078
H: -28.15400 -7.91770 -18.93186
C: -21.95154 -5.66344 -20.10569
O: -22.44638 -6.95314 -20.38562
C: -21.59648 -7.67443 -21.23868
C: -21.92585 -9.16667 -21.15807
C: -21.70460 -9.65891 -19.73797
N: -21.10108 -9.95458 -22.08741
H: -21.68478 -5.11737 -21.01807
H: -21.07077 -5.71474 -19.45358
H: -22.72624 -5.10135 -19.58630
H: -21.73349 -7.32464 -22.27553
H: -20.53974 -7.49794 -20.97962
H: -22.97993 -9.22482 -21.44162
H: -21.93642 -10.72230 -19.64537
H: -22.39194 -9.15098 -19.06181
H: -20.65333 -9.53368 -19.47476
H: -21.34390 -9.70031 -23.04237
H: -20.13810 -9.63537 -21.99330
C: -19.54276 -12.29999 -13.03767
O: -20.58790 -13.05555 -13.58681
C: -20.66601 -14.36971 -13.04726
C: -21.90638 -15.04532 -13.57929
C: -23.17033 -14.41933 -12.97724
N: -21.77089 -16.47896 -13.24134
H: -18.55763 -12.65754 -13.37419
H: -19.51510 -12.40059 -11.94305
H: -19.64938 -11.25660 -13.31940
H: -19.78268 -14.94369 -13.34401
H: -20.71806 -14.31201 -11.95101
H: -21.93374 -14.96239 -14.66753
H: -24.07032 -14.79754 -13.45993
H: -23.14441 -13.32958 -13.05433
H: -23.20813 -14.65332 -11.90889
H: -22.53770 -17.00492 -13.64369
H: -21.85682 -16.57387 -12.23351
C: -23.47436 -15.21682 -17.82562
C: -24.54694 -14.63043 -16.94544
O: -25.72456 -15.43444 -16.90692
H: -23.87160 -15.39534 -18.82858
H: -23.07925 -16.15229 -17.42726
H: -22.63556 -14.53070 -17.96698
H: -24.83481 -13.63168 -17.27885
H: -24.16463 -14.47086 -15.92762
H: -25.61319 -16.10752 -16.23135
C: -23.16516 -11.41471 -15.39940
C: -21.98017 -11.42195 -16.34396
O: -21.30497 -12.67020 -16.34300
H: -22.80005 -11.66518 -14.39855
H: -23.92193 -12.16309 -15.63527
H: -23.67774 -10.45106 -15.37601
H: -21.27816 -10.62405 -16.06401
H: -22.28570 -11.25586 -17.37681
H: -20.99541 -12.85968 -15.44448
C: -21.90958 -7.87300 -12.10937
C: -22.42482 -9.18515 -12.67278
O: -23.12177 -9.95501 -11.68956
H: -21.33499 -8.01001 -11.19143
H: -22.71159 -7.16039 -11.91948
H: -21.23112 -7.39787 -12.82693
H: -21.58540 -9.74046 -13.09954
H: -23.17905 -8.99350 -13.43237
H: -22.49241 -10.23514 -11.01851
C: -26.45732 -12.58429 -14.49462
C: -26.10651 -11.53349 -13.47322
O: -26.88679 -10.37080 -13.76151
H: -27.49611 -12.90077 -14.38340
H: -25.83880 -13.47390 -14.35330
H: -26.32797 -12.24464 -15.52136
H: -25.04223 -11.28801 -13.53119
H: -26.29625 -11.89635 -12.45755
H: -26.55326 -9.64415 -13.22822

Computed properties:
- SMILES = COC[C@H](C)N.COC[C@H](C)N.COC[C@H](C)N.CCO.CCO.CCO.CCO
- gap between HOMO and LUMO (eV) = 9.603
- total energy (a.u.) = -1487.056887
- E_HOMO (eV) = -9.19
- LUMO (Eh) = 0.015

Here are the Mulliken charges for atoms 1 to 4, given in e: atom 1 (C): -0.664, atom 2 (O): -0.365, atom 3 (C): -0.484, atom 4 (C): 0.532


[4]
ORCA calculation (ωB97M-V/def2-TZVPD) on a structure of composition C29H12Cl4F15GeN2O2PtS2SbSe4 in a non-equilibrium geometry.

Atoms and positions in Å:
Pt: -0.70265 -1.65048 0.06486
Cl: 4.29704 -1.56288 5.51413
C: 3.28108 -1.21722 4.19334
C: 3.84988 -1.25685 2.83921
Cl: 5.55637 -1.37798 2.67918
C: 3.13420 -1.16884 1.69174
Cl: 3.88013 -1.40383 0.17311
C: 1.73825 -0.84435 1.72832
O: 1.04224 -0.60635 0.74951
C: 1.08766 -0.77316 3.12954
O: -0.07507 -0.52418 3.18066
C: 1.92911 -1.01012 4.28066
Cl: 1.22024 -1.05855 5.80953
F: -2.98125 0.07649 2.48823
C: -2.81719 1.37005 2.80128
C: -2.22046 2.27813 1.90022
C: -2.19755 3.57332 2.35687
F: -1.49129 4.51162 1.66289
C: -2.71817 4.01478 3.58249
F: -2.91911 5.36368 3.76492
C: -3.33465 3.12605 4.43803
F: -3.86366 3.43130 5.63492
C: -3.33573 1.75464 4.03100
F: -3.76106 0.81219 4.87297
Ge: -1.10476 1.94583 0.24044
S: -1.44782 0.32496 -1.08363
C: -1.87940 3.59938 -0.74246
C: -3.27550 3.57252 -0.96352
F: -3.97751 2.56927 -0.51948
C: -3.88133 4.62515 -1.62417
F: -5.18418 4.67205 -1.88778
C: -3.18616 5.74134 -1.99964
F: -3.80650 6.73791 -2.61992
C: -1.82355 5.75327 -1.80233
F: -1.16041 6.80963 -2.28806
C: -1.20965 4.73402 -1.15943
F: 0.06611 4.78831 -0.95804
C: 0.84903 2.22073 0.61580
C: 1.80306 2.25976 -0.36892
F: 1.41693 2.30430 -1.68696
C: 3.12939 2.43887 -0.10279
F: 4.00202 2.34918 -1.13051
C: 3.58150 2.44102 1.21261
F: 4.86023 2.53207 1.53269
C: 2.61766 2.50111 2.20490
F: 3.05487 2.65209 3.45544
C: 1.29864 2.29808 1.90621
F: 0.44549 2.39194 2.98372
C: 2.18624 -1.76201 -2.62876
C: 1.17904 -2.43971 -3.57605
N: -0.17460 -2.33998 -3.02376
C: -0.88934 -3.33488 -2.53442
S: -2.02253 -3.01253 -1.23143
N: -0.71772 -4.61593 -2.78658
C: -0.11870 -5.27210 -4.03827
C: -0.59371 -4.56032 -5.30040
H: 3.16661 -1.75102 -3.05896
H: 2.04866 -2.37235 -1.68686
H: 1.79550 -0.76526 -2.51528
H: 1.50940 -3.52535 -3.66138
H: 1.25302 -1.99302 -4.54248
H: -0.20627 -1.45665 -2.47422
H: -1.23384 -5.26004 -2.20029
H: -0.52174 -6.27110 -4.08930
H: 0.93456 -5.46521 -3.82622
H: -1.74929 -4.59877 -5.36266
H: -0.35896 -5.17589 -6.17471
H: -0.14448 -3.63340 -5.46218
Se: -1.80928 -6.76673 -0.63511
Sb: 0.03354 -5.91696 0.68707
Se: 1.88526 -4.90366 -0.59910
Se: 0.81783 -7.44012 2.29892
Se: -0.05572 -3.48729 1.64068

Computed properties:
- gap between HOMO and LUMO (alpha / beta) (eV) = 6.149 / 5.544
- net charge = -2
- <S²> = 2.03
- total energy (a.u.) = -17549.743710
- multiplicity = 3
- E_HOMO (alpha / beta) (eV) = -2.66 / -2.71
- LUMO (alpha / beta) (Eh) = 0.128 / 0.104

Here are the Mulliken charges for atoms 1 to 4, given in e: atom 1 (Pt): 2.446, atom 2 (Cl): -0.234, atom 3 (C): -0.099, atom 4 (C): 0.828